C2H2N2O | ωB97M-V/def2-TZVPD

Properties
M: 70.1 Da
F_max: 1.667 eV Å⁻¹
energy above the lowest of the compared OMol25 structures with the same formula, charge and spin: 3.9205 eV
charge: 0

Cartesian coordinates (Å):
O1 -0.33 -1.66 0.35
C1 -0.93 -0.61 0.09
N1 -0.52 0.61 -0.16
C2 0.95 0.72 -0.11
N2 1.61 -0.29 0.14
H1 -2.03 -0.52 0.02
H2 1.25 1.75 -0.33